# 1
Molecular formula: C22H42LuNP3S
Method: DFT, the ωB97M-V functional and the def2-TZVPD basis

Geometry as XYZ:
```
70
Properties=species:S:1:pos:R:3
Lu 0.174 -1.070 0.085
P -0.395 1.711 1.772
P -2.562 -1.168 -0.074
P 2.814 1.242 0.026
H 1.554 -2.468 -3.812
C 2.226 -1.987 -3.099
C 2.257 -2.358 -1.646
H 1.739 -3.294 -1.417
C -0.977 3.272 0.970
C -1.791 1.401 2.932
C 0.793 2.454 2.987
C -3.513 -2.417 -1.033
C -3.504 -1.278 1.507
C -3.121 0.423 -0.808
C 3.988 0.491 -1.083
C 3.617 1.165 1.596
C 2.512 2.948 -0.466
H 3.220 -1.788 -3.556
H 3.218 -2.388 -1.126
H -1.283 4.053 1.691
H -1.823 3.058 0.301
H -0.190 3.687 0.331
H -1.793 2.117 3.773
H -1.691 0.383 3.340
H -2.750 1.436 2.401
H 0.271 3.033 3.768
H 1.521 3.110 2.492
H 1.349 1.657 3.496
H -4.430 -2.690 -0.455
H -2.895 -3.307 -1.155
H -3.762 -1.974 -2.017
H -4.463 -0.742 1.400
H -2.932 -0.847 2.344
H -3.697 -2.348 1.731
H -3.900 0.239 -1.569
H -2.259 0.899 -1.303
H -3.471 1.113 -0.028
H 4.745 1.291 -1.105
H 3.627 0.212 -2.078
H 4.364 -0.433 -0.614
H 4.607 1.566 1.292
H 3.677 0.126 1.963
H 3.146 1.799 2.355
H 3.448 3.216 -0.963
H 2.291 3.526 0.434
H 1.677 3.111 -1.160
C -0.032 -0.183 -3.405
C -0.227 1.191 -3.668
C -1.002 1.482 -4.791
C -1.675 0.476 -5.539
C -1.672 -0.834 -5.032
C -0.886 -1.179 -3.911
S 1.386 -0.533 -2.404
H 1.524 0.754 -0.453
H 0.241 1.896 -3.003
H -1.070 2.522 -5.062
H -2.217 0.726 -6.464
H -2.321 -1.603 -5.434
H -0.955 -2.138 -3.407
C 0.025 -2.619 4.555
C 1.031 -1.672 4.375
C 1.325 -1.205 3.112
N 0.723 -1.776 2.025
C -0.346 -2.660 2.174
C -0.686 -3.104 3.457
H -0.182 -3.032 5.545
H 1.616 -1.315 5.203
H 2.072 -0.444 2.883
H -0.814 -3.088 1.256
H -1.490 -3.844 3.570
```

* HOMO-LUMO gap (alpha / beta): 5.21 / 5.21 eV
* charge: +3
* highest occupied orbital energy (alpha / beta): -0.53163 / -0.53169 hartree
* E_LUMO (alpha / beta): -9.3 / -9.3 eV

These are the natural (NBO) partial charges, in e, on atoms 1 to 6: number 1, Lu, carries 1.5727; number 2, P, carries 0.7478; number 3, P, carries 0.6393; number 4, P, carries 1.3268; number 5, H, carries 0.2578; number 6, C, carries -0.5386

---

# 2
Molecular formula: C5H7NO2
Method: DFT, the ωB97M-V functional and the def2-TZVPD basis

Geometry as XYZ:
```
15
Properties=species:S:1:pos:R:3
C -0.082 0.705 -0.027
C 0.189 -0.810 0.012
C 2.137 0.139 -0.041
C -1.385 1.385 0.352
C -0.691 -1.930 -0.243
N 1.175 1.253 -0.061
O 3.317 0.279 -0.060
O 1.539 -1.009 -0.001
H -1.092 2.318 0.943
H -2.010 0.557 0.869
H -1.850 1.624 -0.694
H -1.482 -1.573 -0.990
H -1.136 -2.393 0.682
H -0.047 -2.743 -0.827
H 1.418 2.200 0.086
```

* HOMO-LUMO gap (alpha / beta): 5.91 / 10.35 eV
* 2S+1: 3
* highest occupied orbital energy (alpha / beta): -0.18719 / -0.40229 hartree
* E_LUMO (alpha / beta): 0.8 / -0.6 eV
* <S²>: 2.01

These are the natural (NBO) partial charges, in e, on atoms 1 to 6: number 1, C, carries 0.0747; number 2, C, carries 0.2664; number 3, C, carries 0.8903; number 4, C, carries -0.6751; number 5, C, carries -0.7003; number 6, N, carries -0.6356

---

# 3
Molecular formula: C38H27BrCoF4O2P2S
Method: DFT, the ωB97M-V functional and the def2-TZVPD basis

Geometry as XYZ:
```
76
Properties=species:S:1:pos:R:3
Co -0.011 -0.027 -0.317
O 0.952 3.773 0.438
C 0.221 2.884 0.083
O 0.580 1.839 -0.622
C -1.285 2.899 0.378
P -1.809 1.218 0.794
C -3.493 0.986 0.178
C -3.754 1.256 -1.166
C -5.009 1.004 -1.696
C -6.009 0.475 -0.887
C -5.754 0.198 0.446
C -4.495 0.450 0.980
C -1.886 1.114 2.597
C -1.234 0.077 3.255
C -1.257 -0.013 4.642
C -1.933 0.946 5.378
C -2.592 1.988 4.733
C -2.569 2.070 3.352
H -1.781 3.176 -0.555
H -1.555 3.622 1.146
H -2.980 1.651 -1.814
H -5.204 1.221 -2.737
H -6.992 0.288 -1.298
H -6.530 -0.210 1.079
H -4.301 0.233 2.023
H -0.699 -0.676 2.688
H -0.746 -0.823 5.143
H -1.949 0.890 6.458
H -3.121 2.736 5.306
H -3.093 2.884 2.865
F 4.557 -5.595 -0.032
C 4.096 -4.366 -0.176
C 4.896 -3.385 -0.731
F 6.126 -3.683 -1.112
C 4.402 -2.096 -0.872
F 5.236 -1.189 -1.375
C 3.115 -1.749 -0.493
P 2.404 -0.083 -0.640
C 2.975 0.582 -2.213
C 3.032 -0.240 -3.336
C 3.384 0.295 -4.565
C 3.670 1.649 -4.676
C 3.588 2.474 -3.564
C 3.233 1.945 -2.331
C 3.200 0.798 0.720
C 2.476 0.940 1.901
C 3.037 1.566 3.001
C 4.331 2.062 2.922
C 5.059 1.927 1.747
C 4.498 1.297 0.647
C 2.345 -2.763 0.083
Br 0.583 -2.467 0.774
C 2.811 -4.051 0.243
F 2.074 -5.009 0.792
H 2.817 -1.300 -3.262
H 3.441 -0.346 -5.434
H 3.953 2.065 -5.634
H 3.796 3.531 -3.651
H 3.133 2.592 -1.469
H 1.453 0.577 1.971
H 2.462 1.681 3.910
H 4.771 2.564 3.773
H 6.064 2.319 1.684
H 5.074 1.195 -0.264
S -1.036 -0.926 -2.254
C -2.385 -1.884 -1.925
C -3.008 -2.508 -3.039
C -4.121 -3.298 -2.861
C -4.640 -3.477 -1.580
C -4.045 -2.866 -0.473
C -2.930 -2.081 -0.634
H -2.590 -2.349 -4.023
H -4.589 -3.774 -3.710
H -5.517 -4.094 -1.440
H -4.467 -3.011 0.512
H -2.475 -1.596 0.220
```

* HOMO-LUMO gap (alpha / beta): 8.50 / 5.77 eV
* 2S+1: 5
* charge: +1
* highest occupied orbital energy (alpha / beta): -0.40055 / -0.41780 hartree
* E_LUMO (alpha / beta): -2.4 / -5.6 eV
* <S²>: 6.04

These are the Mulliken partial charges, in e, on atoms 1 to 6: number 1, Co, carries 1.4380; number 2, O, carries -0.6331; number 3, C, carries 0.0131; number 4, O, carries -0.6789; number 5, C, carries -0.5869; number 6, P, carries 0.9981

---

# 4
Molecular formula: C42H66Cl12O18
Method: DFT, the ωB97M-V functional and the def2-TZVPD basis

Geometry as XYZ:
```
138
Properties=species:S:1:pos:R:3
O 1.334 4.473 3.667
C 1.159 3.395 4.214
O 2.065 2.422 4.075
C 1.496 1.220 4.613
C 0.657 1.719 5.804
C 0.148 3.071 5.197
H 2.298 0.556 4.936
H 0.926 0.670 3.864
H 1.319 1.738 6.670
H -0.178 1.065 6.056
H 0.176 3.697 6.089
H -0.843 3.094 4.744
O 1.886 -0.178 -0.519
C 0.762 -0.239 0.007
O 0.640 -0.942 1.164
C -0.663 -0.890 1.574
C -1.331 0.318 0.887
C -0.557 0.437 -0.379
H -0.702 -0.780 2.658
H -1.241 -1.777 1.313
H -1.268 1.280 1.395
H -2.395 0.127 0.745
H -0.351 1.441 -0.749
H -0.864 -0.191 -1.216
O -3.185 -2.684 -0.731
C -2.523 -3.254 -1.531
O -1.207 -3.295 -1.479
C -0.612 -3.896 -2.623
C -1.777 -4.389 -3.518
C -3.025 -4.032 -2.774
H 0.148 -4.671 -2.516
H -0.159 -2.974 -2.988
H -1.606 -5.465 -3.559
H -1.735 -4.024 -4.544
H -3.587 -4.892 -2.412
H -3.630 -3.360 -3.383
O -0.192 5.560 -4.347
C 0.746 5.113 -3.680
O 2.104 5.455 -3.873
C 2.936 4.594 -3.169
C 2.053 3.861 -2.126
C 0.714 4.016 -2.744
H 3.584 5.345 -2.717
H 3.558 4.085 -3.905
H 1.996 4.365 -1.161
H 2.503 2.882 -1.963
H -0.110 4.027 -2.030
H 0.520 3.101 -3.303
O -2.431 -5.769 3.044
C -1.211 -6.088 3.031
O -0.312 -5.253 2.637
C 0.953 -5.622 3.079
C 0.887 -6.973 3.812
C -0.635 -7.297 3.662
H 1.247 -4.872 3.813
H 1.724 -5.540 2.314
H 1.051 -6.802 4.876
H 1.511 -7.673 3.256
H -1.170 -7.399 4.606
H -0.782 -8.156 3.006
O -0.020 -0.794 -8.666
C -0.058 0.336 -8.190
O 0.003 1.420 -8.923
C 0.005 2.599 -8.198
C -0.411 2.115 -6.777
C 0.022 0.625 -6.738
H -0.845 3.206 -8.507
H 0.966 3.099 -8.317
H -1.485 2.279 -6.690
H 0.040 2.851 -6.112
H -0.635 0.010 -6.123
H 1.087 0.492 -6.543
O -0.926 -0.670 -3.719
C -1.796 0.216 -3.559
O -1.474 1.504 -3.186
C -2.581 2.340 -3.016
C -3.738 1.359 -3.161
C -3.257 0.015 -3.641
H -2.691 3.073 -3.815
H -2.451 2.812 -2.042
H -4.493 1.693 -3.873
H -4.197 1.228 -2.181
H -3.620 -0.114 -4.661
H -3.632 -0.797 -3.018
O 0.083 -2.043 4.956
C -1.113 -1.914 5.190
O -1.570 -1.362 6.342
C -2.996 -1.376 6.347
C -3.470 -2.372 5.256
C -2.269 -2.346 4.318
H -3.237 -0.322 6.208
H -3.529 -1.824 7.186
H -4.432 -2.008 4.895
H -3.677 -3.405 5.538
H -2.434 -1.515 3.633
H -2.031 -3.268 3.788
O 4.612 1.673 -3.172
C 5.286 2.117 -2.256
O 5.811 3.400 -2.262
C 6.663 3.580 -1.160
C 6.500 2.370 -0.144
C 5.473 1.429 -0.867
H 6.483 4.541 -0.678
H 7.663 3.808 -1.532
H 6.131 2.760 0.804
H 7.427 1.817 0.006
H 4.496 1.245 -0.420
H 5.851 0.416 -1.009
C 4.467 4.525 2.650
Cl 3.565 3.942 1.226
Cl 5.907 5.407 2.176
H 3.829 5.172 3.253
H 4.744 3.712 3.320
C 3.983 -2.590 1.944
Cl 4.129 -3.876 3.157
Cl 5.417 -1.569 1.889
H 3.928 -2.904 0.902
H 3.118 -1.980 2.206
C -5.115 -4.340 1.498
Cl -5.811 -4.239 3.115
Cl -5.302 -5.987 1.094
H -5.735 -3.666 0.907
H -4.093 -3.963 1.511
C 2.561 -1.355 -3.200
Cl 2.200 -1.748 -4.849
Cl 2.912 -2.840 -2.421
H 3.411 -0.697 -3.017
H 1.657 -0.812 -2.926
C -3.142 4.852 1.367
Cl -2.470 6.496 1.601
Cl -2.098 3.957 0.284
H -3.282 4.445 2.369
H -4.145 4.864 0.941
C -4.711 1.120 3.346
Cl -4.761 -0.499 2.488
Cl -3.128 1.523 3.858
H -5.190 1.943 2.816
H -5.194 1.053 4.321
```

* HOMO-LUMO gap: 9.31 eV
* highest occupied orbital energy: -0.35440 hartree
* E_LUMO: -0.3 eV

These are the Mulliken partial charges, in e, on atoms 1 to 6: number 1, O, carries -0.6050; number 2, C, carries 0.4569; number 3, O, carries -0.3153; number 4, C, carries 0.4742; number 5, C, carries -0.3925; number 6, C, carries -0.0909

---

# 5
Molecular formula: C5H10NO2
Method: DFT, the ωB97M-V functional and the def2-TZVPD basis

Geometry as XYZ:
```
18
Properties=species:S:1:pos:R:3
C 2.053 -0.509 -0.232
N 1.268 0.611 -0.768
C -0.223 0.356 -0.752
C -0.934 1.535 -1.395
O -1.340 1.522 -2.535
C -0.932 0.196 0.631
C -0.993 -1.287 1.364
O 0.139 -1.779 1.829
H 3.082 -0.263 -0.502
H 1.619 -1.460 -0.522
H 1.914 -0.687 0.852
H 1.431 1.510 -0.338
H -0.434 -0.524 -1.365
H -1.218 2.412 -0.772
H -0.393 0.793 1.389
H -1.941 0.570 0.513
H -1.751 -1.129 2.153
H -1.347 -1.866 0.450
```

* HOMO-LUMO gap: 6.47 eV
* charge: -1
* highest occupied orbital energy: -0.09865 hartree
* E_LUMO: 3.8 eV
* structure (SMILES): CN[C@H](C=O)CC[O-]

These are the natural (NBO) partial charges, in e, on atoms 1 to 6: number 1, C, carries -0.4521; number 2, N, carries -0.6344; number 3, C, carries -0.1665; number 4, C, carries 0.4538; number 5, O, carries -0.5572; number 6, C, carries -0.4850

---

Sequential energy above the lowest of the compared OMol25 structures with the same formula, charge and spin output: 2.817 0.000 0.000 0.000 3.568 eV
Sequential calculated total energy output: -3574.9208 -399.8189 -7051.6804 -8516.5543 -401.6957 a.u.